{
  "formula": "C25H49Cl3P2V",
  "method": "the ωB97M-V functional and the def2-TZVPD basis",
  "homo_lumo_gap_ha": [0.2090, 0.2073],
  "homo_energy_ha": [-0.2075, -0.2074],
  "multiplicity": 2,
  "de_lowest_kj_mol": 0.0,
  "elements": ["V", "Cl", "P", "C", "C", "C", "C", "H", "C", "H", "H", "H", "H", "H", "H", "H", "C", "C", "H", "H", "H", "H", "H", "H", "C", "H", "C", "H", "H", "H", "H", "H", "H", "Cl", "H", "P", "C", "C", "C", "C", "H", "C", "H", "H", "H", "H", "H", "H", "H", "C", "C", "H", "H", "H", "H", "H", "H", "C", "H", "C", "H", "H", "H", "H", "H", "H", "Cl", "C", "C", "C", "C", "C", "C", "C", "H", "H", "H", "H", "H", "H"],
  "positions_angstrom": [[-1.2653, 0.2373, 0.2847], [-0.4247, 0.3587, -1.8525], [-3.1465, -1.1487, -0.6908], [-3.1535, -1.9588, -2.3078], [-3.8858, -2.0599, 0.6850], [-3.7323, 0.5577, -0.9563], [-1.8658, -2.7587, -2.5273], [-3.1491, -1.1180, -3.0208], [-4.4237, -2.7882, -2.4928], [-4.4597, -3.6270, -1.7845], [-4.4296, -3.2065, -3.5076], [-5.3327, -2.1858, -2.3793], [-1.0046, -2.0917, -2.6420], [-1.9722, -3.3437, -3.4473], [-1.6432, -3.4540, -1.7081], [-3.1892, 0.9117, -1.8500], [-3.4181, 1.5134, 0.2213], [-5.2384, 0.5207, -1.3175], [-5.3923, 0.0919, -2.3162], [-5.6376, 1.5452, -1.3391], [-5.8273, -0.0540, -0.5841], [-2.7092, 1.1932, 1.0470], [-4.3574, 1.7037, 0.7583], [-3.0977, 2.4890, -0.1688], [-3.1917, -3.4202, 0.8289], [-4.9386, -2.2052, 0.4017], [-3.8192, -1.2799, 1.9973], [-3.2739, -4.0514, -0.0612], [-3.6740, -3.9556, 1.6540], [-2.1297, -3.2931, 1.0784], [-2.7835, -1.1769, 2.3542], [-4.3733, -1.8564, 2.7453], [-4.2796, -0.2878, 1.9576], [-0.1874, -1.4170, 1.4680], [-1.7484, -1.3787, -0.3648], [3.6242, 0.1608, -0.7844], [3.9940, 1.6793, -1.7023], [4.2103, -0.0365, 0.9305], [3.5290, -1.2619, -1.8781], [2.8499, 2.6983, -1.5204], [4.0115, 1.3527, -2.7588], [5.3683, 2.2693, -1.3717], [5.4163, 2.6454, -0.3412], [5.5571, 3.1098, -2.0507], [6.1664, 1.5347, -1.5192], [1.8850, 2.2546, -1.7890], [3.0045, 3.5788, -2.1583], [2.7867, 3.0467, -0.4805], [3.0060, -0.8742, -2.7749], [2.6621, -2.3961, -1.2858], [4.9364, -1.6928, -2.3148], [5.3894, -0.9477, -2.9820], [4.8506, -2.6349, -2.8687], [5.6053, -1.8489, -1.4562], [1.7929, -2.0109, -0.7319], [3.2451, -3.0482, -0.6223], [2.2797, -3.0108, -2.1113], [3.5545, 0.9745, 1.8933], [5.2858, 0.1876, 0.8121], [4.0399, -1.4656, 1.4814], [3.5983, 2.0059, 1.5233], [4.0804, 0.9556, 2.8577], [2.5063, 0.7038, 2.0834], [2.9754, -1.7365, 1.5585], [4.4694, -1.5022, 2.4910], [4.5690, -2.2129, 0.8773], [-0.0673, 4.8947, 0.7924], [-0.2669, 3.8711, 2.1633], [-0.5884, 4.4351, 3.3908], [-0.7538, 3.6174, 4.5195], [-0.5670, 2.2452, 4.4025], [-0.2060, 1.6796, 3.1797], [-0.1494, 2.4595, 2.0081], [0.0716, 1.8573, 0.6872], [-0.7055, 5.5115, 3.4605], [-1.0126, 4.0630, 5.4764], [-0.6912, 1.5945, 5.2647], [-0.0403, 0.6039, 3.0937], [0.9437, 1.2006, 0.5931], [-0.0611, 2.4838, -0.2005]],
  "atomic_forces_ev_per_a": [[2.06, -0.26, -0.29], [-0.45, -0.07, -0.59], [1.14, 0.97, 0.70], [-0.13, -0.14, -0.24], [-0.89, -0.11, -0.43], [-1.00, 0.00, -0.41], [0.20, -0.20, -0.13], [-0.05, -0.20, 0.19], [-0.13, -0.21, -0.28], [-0.05, 0.21, -0.21], [-0.04, 0.04, 0.23], [0.13, -0.17, 0.04], [-0.22, -0.10, 0.10], [0.03, 0.04, 0.12], [-0.15, 0.11, -0.14], [0.01, -0.33, 0.40], [-0.47, 0.27, 0.12], [-0.10, 0.38, 0.03], [0.02, 0.05, 0.27], [0.06, -0.25, 0.00], [0.18, 0.20, -0.20], [-0.79, 0.50, -0.52], [0.35, -0.13, 0.11], [0.16, -0.30, 0.23], [0.07, -0.18, 0.10], [0.06, -0.14, 0.21], [-0.04, 0.04, 0.38], [0.01, 0.16, 0.11], [0.11, 0.05, -0.09], [-0.24, 0.02, -0.06], [-0.29, -0.06, -0.16], [0.08, 0.06, -0.01], [0.03, -0.21, -0.11], [-0.07, -0.27, 0.41], [0.78, 0.16, -0.25], [-4.03, 0.41, 0.73], [0.64, 0.27, -0.03], [1.51, 0.08, -0.09], [0.79, -0.30, -0.24], [0.16, 0.08, -0.17], [-0.04, 0.07, 0.32], [-0.02, 0.35, -0.36], [-0.02, -0.10, -0.18], [0.14, 0.04, 0.21], [-0.10, 0.07, 0.08], [0.23, 0.02, 0.14], [0.09, -0.05, 0.06], [-0.01, -0.15, -0.21], [0.12, -0.04, 0.49], [0.06, -0.06, -0.29], [-0.24, -0.75, -0.35], [-0.08, -0.11, 0.23], [0.34, -0.04, -0.09], [-0.21, 0.00, -0.20], [0.35, 0.00, -0.16], [-0.17, 0.17, -0.18], [0.12, -0.04, 0.14], [0.14, -0.11, -0.11], [-0.04, -0.12, 0.92], [0.09, 0.18, -0.07], [-0.11, -0.22, 0.00], [-0.02, -0.05, -0.15], [0.23, 0.11, -0.19], [0.31, 0.09, -0.12], [-0.10, 0.04, -0.14], [-0.17, 0.17, 0.11], [0.00, 0.41, -0.29], [-0.54, -1.10, 0.85], [0.04, -0.27, 0.17], [0.01, 0.21, -0.34], [0.26, -0.07, -0.12], [-0.54, 0.24, -0.05], [0.71, 0.73, -0.35], [-0.89, -0.94, -0.01], [0.03, -0.09, 0.05], [0.01, -0.06, -0.17], [0.09, 0.15, -0.05], [-0.05, 0.32, 0.07], [0.14, 0.38, 0.02], [0.40, 0.17, 0.53]]
}

=====

{
  "formula": "C25H49O11",
  "method": "the ωB97M-V functional and the def2-TZVPD basis",
  "total_charge": -1,
  "homo_lumo_gap_ha": 0.3050,
  "homo_energy_ha": -0.2193,
  "de_lowest_kj_mol": 96.9,
  "elements": ["O", "C", "O", "O", "H", "C", "C", "O", "C", "H", "H", "H", "H", "H", "H", "C", "C", "O", "C", "H", "H", "H", "H", "H", "H", "C", "C", "O", "C", "H", "H", "H", "H", "H", "H", "C", "C", "O", "C", "H", "H", "H", "H", "H", "H", "C", "C", "O", "C", "H", "H", "H", "H", "H", "H", "C", "C", "O", "C", "H", "H", "H", "H", "H", "H", "C", "C", "O", "C", "H", "H", "H", "H", "H", "H", "C", "C", "O", "C", "H", "H", "H", "H", "H", "H"],
  "positions_angstrom": [[0.4051, -0.2152, -0.0611], [-0.4889, 0.0487, -1.0936], [-1.6511, 0.3655, -0.6645], [-0.1037, 0.0986, -2.2746], [-0.4479, -0.0451, 0.4516], [-4.1619, 0.2398, 2.1876], [-4.3069, 1.7250, 2.0461], [-4.9642, 2.3798, 2.8311], [-3.6725, 2.3879, 0.8434], [-4.4801, -0.0327, 3.1904], [-3.1623, -0.0816, 1.8944], [-4.7857, -0.2669, 1.4470], [-3.9598, 3.4369, 0.8446], [-3.9934, 1.8318, -0.0391], [-2.5845, 2.3101, 0.8335], [-2.0492, -2.1363, -3.7543], [-2.3304, -3.6202, -3.6884], [-1.6944, -4.3716, -2.9840], [-3.4380, -4.1797, -4.5513], [-1.4603, -1.8095, -2.8987], [-2.9616, -1.5374, -3.7392], [-1.5182, -1.8938, -4.6760], [-4.4431, -3.8242, -4.3250], [-3.4368, -5.2683, -4.5102], [-3.2399, -3.9375, -5.5999], [-0.2406, 3.8134, -0.6470], [-1.0493, 4.7868, -1.4876], [-1.9370, 4.3907, -2.2026], [-0.6539, 6.2246, -1.3788], [-0.6452, 3.7767, 0.3651], [0.7822, 4.1820, -0.5616], [-0.2141, 2.8603, -1.1758], [-1.3021, 6.8582, -1.9875], [0.3870, 6.3979, -1.6487], [-0.8432, 6.6222, -0.3776], [3.0081, 3.6108, -2.2775], [3.3636, 2.1841, -1.9175], [3.7519, 1.4383, -2.7845], [3.0673, 1.6915, -0.5037], [2.2614, 3.4816, -3.0635], [3.8772, 4.0820, -2.7372], [2.6313, 4.1975, -1.4459], [2.6055, 0.7191, -0.6398], [2.3856, 2.4164, -0.0635], [4.0142, 1.7270, 0.0374], [3.0121, -0.9924, 2.8103], [2.9339, -2.4898, 2.9835], [1.9412, -3.0837, 2.6351], [4.1605, -3.1575, 3.5591], [3.1627, -0.5531, 3.7998], [2.1381, -0.6108, 2.2925], [3.9374, -0.7724, 2.2703], [3.9133, -3.9373, 4.2751], [4.7481, -2.3882, 4.0648], [4.8109, -3.5100, 2.7576], [-0.9581, 1.6383, 3.2411], [0.4710, 1.8858, 3.7118], [0.7298, 1.9249, 4.8914], [1.5288, 2.1035, 2.6516], [-1.4680, 0.9839, 3.9454], [-0.9700, 1.2174, 2.2358], [-1.4786, 2.5984, 3.2418], [1.2695, 1.6238, 1.7082], [2.5006, 1.7450, 2.9847], [1.6279, 3.1777, 2.4753], [-2.0767, -3.1349, -0.1668], [-2.3592, -2.7668, 1.2603], [-3.4722, -2.8696, 1.7391], [-1.1909, -2.3153, 2.1065], [-2.6773, -3.9664, -0.5304], [-1.0430, -3.4222, -0.3680], [-2.2236, -2.2691, -0.8176], [-1.0191, -1.2665, 1.8610], [-0.3416, -2.9265, 1.8109], [-1.4576, -2.4410, 3.1529], [1.4045, -3.4689, -2.1710], [2.6445, -2.6183, -2.2942], [3.2050, -2.4564, -3.3531], [3.1743, -1.9731, -1.0189], [1.1402, -3.8941, -3.1419], [0.5632, -2.8335, -1.8908], [1.5252, -4.3693, -1.5665], [3.8920, -1.2088, -1.3131], [3.6706, -2.7809, -0.4792], [2.3106, -1.4869, -0.5664]],
  "atomic_forces_ev_per_a": [[-1.78, 0.13, 0.49], [-0.50, 1.72, -3.39], [0.62, -0.73, 0.53], [0.30, -0.67, 1.09], [1.48, -0.40, 1.52], [-0.01, 0.13, -0.30], [-0.01, 0.44, -0.31], [0.07, -0.11, 0.16], [-0.06, -0.22, 0.28], [0.24, -0.31, -0.04], [0.11, 0.00, 0.38], [-0.22, 0.10, 0.08], [-0.12, -0.04, -0.26], [0.04, 0.28, -0.19], [-0.04, -0.21, 0.08], [-0.17, -0.07, 0.36], [-0.26, 0.12, 0.14], [0.13, 0.06, 0.00], [0.05, -0.42, -0.74], [0.21, -0.05, -0.24], [-0.13, -0.15, -0.15], [0.08, -0.02, 0.01], [0.14, 0.26, 0.21], [0.03, 0.01, 0.29], [-0.05, 0.27, 0.02], [0.33, 0.40, -0.52], [0.16, -0.81, 0.17], [-0.02, 0.40, 0.00], [-0.75, 1.16, -0.08], [-0.15, -0.32, -0.06], [-0.02, 0.05, 0.12], [-0.28, -0.23, 0.43], [0.13, -0.25, -0.37], [0.05, -0.11, 0.10], [0.39, -0.37, 0.26], [0.28, -0.26, -0.30], [-0.43, -0.39, -0.04], [0.35, 0.09, 0.25], [0.14, 0.95, -1.16], [-0.17, 0.34, 0.09], [-0.02, 0.10, 0.05], [0.03, 0.07, -0.07], [0.15, -0.10, 0.56], [-0.09, -0.28, 0.28], [-0.08, -0.42, 0.21], [0.61, -0.37, 0.25], [-0.51, 0.29, -0.54], [0.26, -0.45, 0.27], [0.27, 0.65, 0.29], [-0.28, 0.18, 0.00], [0.03, 0.01, 0.02], [-0.11, 0.14, -0.21], [-0.04, -0.19, -0.25], [0.03, -0.10, 0.17], [-0.23, -0.31, -0.07], [0.53, 0.06, 0.08], [-0.37, -0.23, -0.10], [0.20, 0.02, 0.08], [-0.02, 0.05, -0.05], [0.01, 0.00, -0.01], [-0.16, 0.07, 0.00], [-0.07, 0.01, -0.11], [-0.04, 0.01, 0.02], [-0.05, 0.02, 0.14], [-0.10, 0.05, -0.04], [0.46, -0.09, -0.64], [-0.28, -0.37, 0.35], [0.08, 0.02, -0.21], [-0.59, -0.35, -0.54], [-0.34, 0.18, 0.19], [0.07, 0.05, 0.38], [-0.30, 0.12, 0.15], [0.27, -0.07, 0.18], [0.30, 0.34, 0.29], [0.14, 0.13, 0.04], [-0.21, -0.30, -1.01], [0.36, 0.00, 0.00], [-0.02, -0.13, -0.09], [-0.29, 0.05, -1.28], [0.15, 0.34, -0.17], [0.05, -0.20, 0.45], [0.00, 0.44, 0.68], [0.12, -0.10, 0.03], [-0.28, 0.21, 0.58], [0.17, -0.34, 0.74]]
}